(1)
A molecular structure, C6H11NO3. Source: the OMol25 dataset; level of theory: the ωB97M-V functional and the def2-TZVPD basis.

Element x y z (Å)
C (-1.1930, -0.6507, -1.0246)
C (0.5943, -1.0173, -0.4467)
C (-2.1594, -1.5117, -0.2648)
O (-1.5524, 0.6430, -1.0003)
O (1.4351, -0.5936, -1.4765)
H (-0.7834, 1.2472, -1.2610)
H (1.3980, 0.3750, -1.5503)
H (-0.9301, -1.0030, -2.0272)
H (0.9890, -0.9712, 0.5722)
H (0.4396, -2.0888, -0.5723)
H (-2.1753, -1.1982, 0.7794)
H (-3.1617, -1.3717, -0.6727)
H (-1.8991, -2.5643, -0.3439)
C (2.0701, 1.3030, 1.2504)
C (0.7273, 1.4094, 0.5803)
C (-0.3934, 1.1910, 1.4849)
O (0.5970, 1.9434, -0.5336)
N (-1.2107, 0.9345, 2.2519)
H (2.8388, 1.0755, 0.5132)
H (2.0714, 0.5701, 2.0545)
H (2.2980, 2.2787, 1.6872)

## Properties
orbital gap = 7.84 eV
E_LUMO = -1.0608 eV
net charge = 0
DFT total energy = -515.59205 hartree
relative energy (zero: lowest compared OMol25 entry of this formula, charge and spin) = 415.3 kJ/mol



(2)
A molecular structure, C14H23BN6OW. Source: the OMol25 dataset; level of theory: the ωB97M-V functional and the def2-TZVPD basis.

Element x y z (Å)
H (-0.4377, 2.7023, 1.2986)
N (-0.4180, 1.6983, -0.5960)
B (0.3987, 0.7326, -2.8346)
N (0.3337, 1.8695, -1.7684)
C (1.2503, 2.8180, -1.5330)
W (-0.7345, -0.5484, -0.1201)
H (1.9836, 3.0651, -2.2882)
C (1.0754, 3.3366, -0.2443)
H (1.6545, 4.1535, 0.1793)
C (0.0378, 2.6417, 0.3367)
H (0.7620, 1.1586, -3.8989)
C (-0.7888, -2.5332, 0.4835)
H (-1.5824, -2.4020, 1.2390)
H (0.1100, -2.9632, 0.9310)
H (-1.1755, -3.1791, -0.3149)
N (-0.9963, 0.0444, -2.9439)
N (1.3695, -0.3370, -2.2548)
N (-1.6989, -0.4788, -1.8287)
N (1.0490, -0.9511, -1.0364)
C (-1.7103, -0.2097, -4.0415)
C (2.5677, -0.7845, -2.6527)
H (-1.3218, 0.0878, -5.0043)
H (3.0086, -0.4340, -3.5743)
C (-2.8873, -0.8691, -3.6876)
C (3.0449, -1.6951, -1.7050)
C (-2.8750, -1.0227, -2.3045)
C (2.0801, -1.7895, -0.7091)
H (-3.6624, -1.1899, -4.3623)
H (3.9837, -2.2123, -1.7216)
H (-3.5990, -1.4317, -1.6153)
H (2.0245, -2.3936, 0.1851)
H (-1.4212, 1.7628, -0.7916)
C (-1.2920, 0.7920, 3.9114)
C (-0.2075, 0.0830, 3.1089)
C (1.1092, 0.8305, 3.2484)
C (-0.0380, -1.3373, 3.6279)
O (-0.6561, 0.1093, 1.7454)
H (-1.0065, 0.8698, 4.9679)
H (-2.2268, 0.2268, 3.8319)
H (-1.4615, 1.7986, 3.5117)
H (1.3422, 0.9564, 4.3140)
H (1.9334, 0.2744, 2.7891)
H (1.0585, 1.8246, 2.7921)
H (-0.9519, -1.9232, 3.4857)
H (0.7945, -1.8588, 3.1405)
H (0.1774, -1.2920, 4.7041)

## Properties
orbital gap (alpha / beta) = 7.26 / 8.70 eV
E_LUMO (alpha / beta) = -7.6634 / -7.5568 eV
net charge = +2
DFT total energy = -1042.42233 hartree
multiplicity = 3



(3)
A molecular structure, CH3FP2. Source: the OMol25 dataset; level of theory: the ωB97M-V functional and the def2-TZVPD basis.

Element x y z (Å)
C (-0.1531, -0.4952, -0.2762)
F (3.2146, 0.7852, -0.8645)
P (1.5121, -0.4395, -0.8544)
P (-1.4399, 0.5438, 0.3523)
H (-0.3407, -1.4253, -0.8843)
H (-2.1636, -0.1586, 1.2960)
H (-0.6293, 1.1895, 1.2311)

## Properties
orbital gap = 8.30 eV
E_LUMO = -1.1455 eV
net charge = 0
DFT total energy = -822.34025 hartree
relative energy (zero: lowest compared OMol25 entry of this formula, charge and spin) = 222.0 kJ/mol



(4)
A single C6H10O molecule. Source: the OMol25 dataset; level of theory: the ωB97M-V functional and the def2-TZVPD basis.

Element x y z (Å)
C (0.8465, -1.8058, 1.0523)
C (0.7302, -0.5936, 0.1481)
O (-0.0632, -0.9395, -0.9762)
C (-0.3612, 0.2606, -1.6729)
C (-0.4111, 1.3555, -0.6228)
C (-1.3136, 1.0844, 0.5320)
C (0.1650, 0.7415, 0.6228)
H (1.2077, -2.6413, 0.4422)
H (-0.1075, -2.0900, 1.5047)
H (1.5835, -1.6288, 1.8433)
H (1.7538, -0.3279, -0.1841)
H (0.4124, 0.4892, -2.4211)
H (-1.3146, 0.1028, -2.1865)
H (-0.1842, 2.3762, -0.9061)
H (-2.0879, 0.3273, 0.4395)
H (-1.6343, 1.9702, 1.0775)
H (0.7784, 1.3192, 1.3072)

## Properties
orbital gap = 10.80 eV
E_LUMO = 1.1378 eV
SMILES = C[C@H]1OC[C@H]2C[C@H]21
net charge = 0
DFT total energy = -309.81661 hartree
relative energy (zero: lowest compared OMol25 entry of this formula, charge and spin) = 67.6 kJ/mol



(5)
A single C4H8ClN molecule. Source: the OMol25 dataset; level of theory: the ωB97M-V functional and the def2-TZVPD basis.

Element x y z (Å)
C (0.3463, -0.4663, 1.4213)
C (-0.0428, 0.6531, 0.4131)
N (1.2805, 1.1687, -0.0389)
C (-0.9504, 0.1854, -0.6049)
C (-0.8759, -0.9566, -1.2779)
Cl (-1.7246, -1.4282, -2.7868)
H (1.0472, -1.1962, 0.9269)
H (-0.5506, -0.9289, 1.9410)
H (0.9637, 0.0552, 2.1836)
H (-0.5173, 1.3644, 1.0652)
H (1.0564, 1.8790, -0.6730)
H (1.6855, 0.3622, -0.5051)
H (-1.5026, 1.0486, -1.0799)
H (-0.2153, -1.7404, -0.9847)

## Properties
orbital gap = 10.52 eV
E_LUMO = 1.0487 eV
SMILES = C[C@@H](N)/C=C/Cl
net charge = 0
DFT total energy = -672.11041 hartree
relative energy (zero: lowest compared OMol25 entry of this formula, charge and spin) = 69.1 kJ/mol



(6)
6 unconnected molecules or ions with the total composition C21H53BO15S. Source: the OMol25 dataset; level of theory: the ωB97M-V functional and the def2-TZVPD basis.

Element x y z (Å)
O (1.9430, -2.5797, 6.3054)
C (2.4098, -2.5702, 5.1133)
O (2.2033, -3.5913, 4.2132)
S (3.3899, -1.0638, 4.5201)
O (4.8232, -1.0714, 5.3976)
B (5.9121, -1.7042, 4.6717)
O (6.8596, -2.4741, 5.4769)
O (6.1679, -1.6039, 3.2635)
H (2.7402, 0.1216, 4.9336)
H (6.8412, -1.9901, 6.3488)
H (6.1544, -2.4805, 2.8133)
C (5.6696, -8.0092, 0.8397)
O (6.2809, -8.0312, 2.1243)
C (7.2212, -6.9714, 2.2929)
C (6.6239, -5.8219, 3.0988)
O (5.5644, -5.1822, 2.3891)
C (4.2771, -5.5971, 2.8393)
H (4.7926, -8.6601, 0.8679)
H (5.3460, -7.0020, 0.5572)
H (6.3653, -8.3973, 0.0912)
H (7.5929, -6.6221, 1.3233)
H (8.0663, -7.3878, 2.8490)
H (7.4008, -5.0690, 3.2622)
H (6.2801, -6.1669, 4.0806)
H (4.0481, -5.1086, 3.7884)
H (4.2165, -6.6816, 2.9605)
H (3.5387, -5.2878, 2.0974)
C (-0.6682, 1.4016, 7.2024)
O (0.0547, 1.4108, 5.9760)
C (-0.6961, 0.8358, 4.9049)
C (-1.3166, 1.9139, 4.0213)
O (-2.3073, 2.6581, 4.7259)
C (-1.8238, 3.9146, 5.1802)
H (-0.1658, 2.0760, 7.9000)
H (-1.7004, 1.7423, 7.0717)
H (-0.6623, 0.3954, 7.6286)
H (-1.4599, 0.1509, 5.2878)
H (0.0096, 0.2532, 4.3043)
H (-1.8187, 1.4297, 3.1792)
H (-0.5476, 2.5804, 3.6140)
H (-1.7763, 4.6132, 4.3408)
H (-0.8372, 3.8296, 5.6429)
H (-2.5244, 4.3025, 5.9225)
C (-3.7587, 2.8428, 0.9142)
O (-2.4603, 3.4023, 1.0793)
C (-1.7487, 3.4855, -0.1547)
C (-1.7887, 4.9001, -0.7246)
O (-3.1113, 5.2705, -1.1075)
C (-3.7441, 6.1023, -0.1442)
H (-4.3362, 3.0481, 1.8187)
H (-4.2863, 3.2772, 0.0586)
H (-3.6827, 1.7595, 0.7902)
H (-2.1345, 2.7578, -0.8772)
H (-0.7089, 3.2253, 0.0647)
H (-1.1732, 4.9305, -1.6284)
H (-1.3741, 5.6231, -0.0127)
H (-3.3478, 7.1181, -0.2212)
H (-3.6022, 5.7297, 0.8734)
H (-4.8140, 6.1241, -0.3612)
C (-4.4517, 1.7005, -5.8084)
O (-4.8463, 2.6502, -4.8243)
C (-3.7269, 3.2301, -4.1552)
C (-3.4057, 4.6153, -4.7074)
O (-2.9533, 4.5464, -6.0586)
C (-3.9712, 4.8819, -6.9913)
H (-5.3115, 1.4972, -6.4514)
H (-3.6320, 2.0726, -6.4318)
H (-4.1530, 0.7675, -5.3241)
H (-2.8538, 2.5702, -4.2125)
H (-4.0076, 3.3292, -3.1025)
H (-2.5911, 5.0459, -4.1184)
H (-4.2704, 5.2832, -4.6214)
H (-4.1115, 5.9659, -7.0058)
H (-4.9194, 4.3927, -6.7545)
H (-3.6485, 4.5550, -7.9820)
C (-0.6751, -0.2462, -4.8175)
O (-1.5818, -0.7676, -5.7819)
C (-0.9191, -1.5403, -6.7823)
C (-1.0583, -3.0353, -6.5121)
O (-0.3693, -3.4167, -5.3234)
C (-1.2430, -3.5713, -4.2132)
H (-1.2532, 0.0984, -3.9565)
H (0.0396, -1.0025, -4.4762)
H (-0.1371, 0.6076, -5.2376)
H (0.1341, -1.2506, -6.8646)
H (-1.4087, -1.3087, -7.7327)
H (-0.5987, -3.5843, -7.3388)
H (-2.1131, -3.3289, -6.4603)
H (-1.7843, -4.5167, -4.3023)
H (-1.9560, -2.7465, -4.1366)
H (-0.6393, -3.5954, -3.3037)

## Properties
orbital gap = 7.76 eV
E_LUMO = -1.3105 eV
net charge = 0
DFT total energy = -2383.34486 hartree